76
Properties=species:S:1:pos:R:3:forces:R:3 method="wB97M-V/def2-TZVPD" lumo_energy_ev=-14.5 spin_multiplicity=1 e_homo_ev=-15.78 total_charge=+3 de_lowest_kcal_mol=0.00
Hf -3.263 1.030 1.472 3.1 -2.8 -1.1
N -1.129 -0.858 0.754 -0.3 0.3 0.2
O -2.367 -1.171 0.876 -1.7 0.8 0.5
O -0.259 -1.630 0.581 -0.3 0.3 0.0
O -0.973 0.410 0.863 -1.0 1.6 0.6
C 0.021 -4.622 -0.747 0.1 0.1 -0.2
N -0.621 -4.710 -2.098 0.6 -0.8 0.7
O -1.251 -5.716 -2.302 -0.4 0.1 -0.5
O -0.478 -3.767 -2.851 -0.2 0.2 -0.1
H 0.245 -5.606 -0.349 -0.2 -0.2 -0.3
H -0.748 -4.147 -0.143 0.3 0.2 0.3
H 0.936 -4.051 -0.864 -0.2 0.3 0.2
C -0.295 3.842 -3.254 0.3 -0.2 -0.6
O 1.059 3.810 -2.845 0.1 0.0 0.3
C 1.262 3.270 -1.588 0.2 -0.7 0.9
C 0.913 1.768 -1.466 0.1 0.4 0.3
O 1.609 1.068 -2.440 -0.4 0.1 -0.6
C 1.436 -0.328 -2.358 -0.2 -0.5 -0.1
H -0.940 4.373 -2.548 0.1 -0.1 0.1
H -0.640 2.812 -3.420 -0.2 0.1 0.2
H -0.295 4.327 -4.227 -0.1 0.2 0.1
H 0.706 3.817 -0.812 -0.3 -0.1 0.0
H 2.302 3.326 -1.262 0.2 0.4 -0.7
H -0.187 1.658 -1.507 0.1 -0.2 -0.4
H 1.223 1.396 -0.479 -0.1 0.2 0.2
H 1.634 -0.808 -3.316 0.3 0.4 -0.1
H 0.391 -0.584 -2.141 0.0 0.1 0.3
H 2.110 -0.773 -1.618 -0.1 0.1 0.1
C 2.210 2.876 1.968 -0.8 0.7 -0.8
O 1.810 4.097 1.335 0.3 -0.2 0.0
C 2.815 5.081 1.358 0.3 1.1 0.2
C 2.457 6.171 0.381 -1.0 0.2 -0.6
O 1.227 6.774 0.770 0.2 -0.2 0.0
C 0.634 7.479 -0.277 -0.9 0.9 -0.5
H 1.293 2.286 1.968 0.2 -0.2 0.2
H 2.558 3.070 2.982 0.3 -0.2 0.0
H 2.941 2.401 1.308 0.3 -0.2 0.4
H 3.812 4.722 1.075 -0.1 -0.4 0.2
H 2.878 5.537 2.355 0.0 -0.2 0.1
H 2.330 5.763 -0.632 0.1 0.0 0.1
H 3.181 6.994 0.308 0.4 -0.4 0.2
H 1.329 8.068 -0.884 0.3 -0.3 0.0
H -0.103 8.205 0.072 0.1 -0.2 0.6
H 0.054 6.827 -0.949 0.3 -0.3 0.0
C -3.404 -2.954 -1.775 -0.7 -0.3 0.2
O -3.772 -4.093 -2.542 0.1 1.1 -0.1
C -4.623 -3.772 -3.609 0.7 -2.3 -0.6
C -6.071 -3.475 -3.163 -1.2 1.9 -0.1
O -6.762 -4.505 -2.563 0.8 0.4 -0.2
C -6.369 -4.751 -1.250 -0.5 -0.8 1.2
H -3.220 -2.054 -2.366 0.1 -0.2 -0.3
H -2.555 -3.189 -1.144 0.0 -0.2 -0.1
H -4.279 -2.750 -1.139 0.2 0.2 0.3
H -4.691 -4.694 -4.195 0.0 0.0 0.1
H -4.185 -3.054 -4.307 -0.3 0.7 0.4
H -6.632 -3.108 -4.026 0.1 -0.7 -0.3
H -6.091 -2.575 -2.525 0.4 -0.2 0.4
H -7.077 -5.457 -0.815 0.1 -0.2 -0.3
H -6.386 -3.891 -0.564 0.1 0.4 -0.6
H -5.358 -5.191 -1.190 0.0 0.0 -0.3
C 3.313 -0.326 2.081 -0.2 -0.9 -1.8
O 3.743 0.175 3.293 0.4 -0.1 0.3
C 2.999 -0.194 4.423 -0.7 0.4 -0.1
C 2.460 -1.606 4.507 0.0 -0.6 0.8
O 3.511 -2.531 4.524 0.3 0.3 -0.1
C 3.232 -3.732 5.198 -0.4 -0.7 -0.2
H 2.298 -0.040 1.756 -0.1 0.2 0.5
H 3.353 -1.421 1.969 -0.1 0.0 0.7
H 3.963 -0.021 1.257 0.3 0.5 0.5
H 2.122 0.475 4.486 -0.2 -0.1 -0.1
H 3.554 0.023 5.334 0.5 0.0 -0.3
H 1.729 -1.917 3.748 0.1 0.4 -0.3
H 1.929 -1.628 5.469 -0.1 -0.1 -0.1
H 3.101 -3.594 6.277 0.0 0.2 0.0
H 4.023 -4.455 5.015 0.3 0.3 0.0
H 2.316 -4.185 4.788 -0.1 0.1 0.2